[1]
This record from the Open Molecules 2025 dataset describes one molecule with the formula C4H4OS2 at a distorted geometry. The level of theory is the ωB97M-V functional and the def2-TZVPD basis.

The geometry in XYZ format:
```
11
Properties=species:S:1:pos:R:3:lowdin_charge:R:1
S 2.538 1.325 0.949 0.70
C 1.388 0.171 0.899 -0.92
S -0.336 0.397 1.670 0.88
C -1.296 -0.247 0.256 -0.39
C -0.263 0.172 -0.785 -0.46
O 0.501 -0.233 -1.905 0.03
C 0.957 -0.504 -0.337 -0.25
H -1.647 -1.208 0.233 0.05
H -2.200 0.366 0.004 0.10
H -0.281 1.257 -0.774 0.14
H 0.637 -1.496 -0.210 0.12
```

Results
- Lowest unoccupied orbital energy: -1.305 eV
- ΔE to the lowest compared entry with this formula, charge and spin: 494.57 kJ/mol
- Charge: 0
- 2S+1: 1
- Kohn-Sham gap: 7.9 eV
- SMILES: S=C1SC[C@@H]2O[C@@H]12

***

[2]
This record from the Open Molecules 2025 dataset describes C4H4OS2 as an isolated structure at a distorted geometry. The level of theory is the ωB97M-V functional and the def2-TZVPD basis.

The geometry in XYZ format:
```
11
Properties=species:S:1:pos:R:3:lowdin_charge:R:1
C 0.740 1.707 -0.052 -0.25
C -0.067 0.360 0.252 -0.44
C -1.653 0.411 -0.025 -0.63
C 0.626 -0.963 0.002 -0.52
H 1.851 1.405 -0.365 0.10
H -0.100 0.399 1.360 0.15
H -1.762 1.499 -0.409 0.10
H -0.188 -2.034 -0.044 0.11
O 0.225 2.766 -0.035 0.08
S -2.392 -0.957 -0.044 0.77
S 2.424 -1.073 -0.038 0.53
```

Results
- Lowest unoccupied orbital energy: -1.210 eV
- ΔE to the lowest compared entry with this formula, charge and spin: 363.55 kJ/mol
- Charge: 0
- 2S+1: 1
- Kohn-Sham gap: 7.7 eV

***

[3]
This record from the Open Molecules 2025 dataset describes C4H4OTb as an isolated structure at a distorted geometry. The level of theory is the ωB97M-V functional and the def2-TZVPD basis.

The geometry in XYZ format:
```
10
Properties=species:S:1:pos:R:3:lowdin_charge:R:1
O -0.031 0.605 -1.521 -0.33
C 0.350 0.188 -0.352 -0.22
C 0.365 -1.115 0.045 -0.01
C 0.370 -1.480 1.421 -0.05
C 0.223 -1.723 2.606 0.23
H 0.566 0.959 0.407 0.15
H 0.260 -1.905 -0.704 0.14
H 0.067 -2.081 3.607 0.07
Tb -0.778 2.379 -2.901 1.35
H -1.392 4.174 -2.609 -0.34
```

Results
- Lowest unoccupied orbital energy (spin up / spin down): -4.409 / -6.739 eV
- ΔE to the lowest compared entry with this formula, charge and spin: 0.00 kJ/mol
- Charge: +1
- 2S+1: 7
- Kohn-Sham gap (spin up / spin down): 7.9 / 4.6 eV

***

[4]
This record from the Open Molecules 2025 dataset describes C4H4P2 as an isolated structure at a distorted geometry. The level of theory is the ωB97M-V functional and the def2-TZVPD basis.

The geometry in XYZ format:
```
10
Properties=species:S:1:pos:R:3:lowdin_charge:R:1
C -1.153 -0.642 -0.554 -0.43
C 0.110 0.707 1.242 -0.38
C -0.340 0.565 -0.197 -0.37
C 1.221 -0.539 -0.494 -0.66
P -0.041 -1.895 -0.696 0.86
P 1.648 -0.116 1.249 0.85
H -2.249 -0.551 -0.581 0.05
H -0.562 1.251 1.865 0.02
H -0.576 1.410 -0.709 0.07
H 1.942 -0.189 -1.126 -0.02
```

Results
- Lowest unoccupied orbital energy: -0.472 eV
- ΔE to the lowest compared entry with this formula, charge and spin: 147.20 kJ/mol
- Charge: 0
- 2S+1: 1
- Kohn-Sham gap: 8.0 eV

***

[5]
This record from the Open Molecules 2025 dataset describes one molecule with the formula C4H4S at a distorted geometry. The level of theory is the ωB97M-V functional and the def2-TZVPD basis.

The geometry in XYZ format:
```
9
Properties=species:S:1:pos:R:3:lowdin_charge:R:1
S -0.694 1.408 -2.651 0.59
C -1.066 1.158 -1.038 -0.59
C -0.239 0.375 -0.001 -0.28
C 0.848 -0.770 -0.059 -0.01
C 1.219 0.235 0.727 0.04
H -2.002 1.499 -0.772 0.00
H -0.956 0.107 0.747 0.07
H 0.995 -1.742 -0.496 0.09
H 1.823 0.726 1.475 0.09
```

Results
- Lowest unoccupied orbital energy (spin up / spin down): -0.353 / -0.353 eV
- ΔE to the lowest compared entry with this formula, charge and spin: 394.14 kJ/mol
- Charge: 0
- 2S+1: 1
- Kohn-Sham gap (spin up / spin down): 8.2 / 8.2 eV
- SMILES: S=CC1C=C1

***

[6]
This record from the Open Molecules 2025 dataset describes one molecule with the formula C4H4S at a distorted geometry. The level of theory is the ωB97M-V functional and the def2-TZVPD basis.

The geometry in XYZ format:
```
9
Properties=species:S:1:pos:R:3:lowdin_charge:R:1
C 1.793 -0.425 0.006 -0.10
C 0.391 -0.053 0.023 -0.07
C -0.769 0.288 0.016 -0.13
C -2.159 0.606 0.016 -0.68
S -3.337 -0.524 0.009 0.67
H 2.381 0.290 -0.609 0.09
H 1.895 -1.415 -0.460 0.08
H 2.245 -0.438 1.038 0.10
H -2.440 1.671 -0.039 0.05
```

Results
- Lowest unoccupied orbital energy: -0.779 eV
- ΔE to the lowest compared entry with this formula, charge and spin: 204.63 kJ/mol
- Charge: 0
- 2S+1: 1
- Kohn-Sham gap: 8.1 eV
- SMILES: CC#CC=S

***

[7]
This record from the Open Molecules 2025 dataset describes one molecule with the formula C4H4S2 at a distorted geometry. The level of theory is the ωB97M-V functional and the def2-TZVPD basis.

The geometry in XYZ format:
```
10
Properties=species:S:1:pos:R:3:lowdin_charge:R:1
S 2.315 -1.571 0.230 0.68
C 1.608 -0.216 -0.408 -0.61
C 0.666 0.709 0.323 -0.11
C -0.725 0.567 0.470 -0.20
C -1.423 -0.447 -0.205 -0.66
S -3.035 -0.632 0.071 0.69
H 1.612 -0.223 -1.483 0.04
H 1.124 1.363 0.957 0.06
H -1.241 1.485 0.860 0.12
H -0.901 -1.035 -0.815 0.00
```

Results
- Lowest unoccupied orbital energy (spin up / spin down): -1.487 / -1.488 eV
- ΔE to the lowest compared entry with this formula, charge and spin: 239.16 kJ/mol
- Charge: 0
- 2S+1: 1
- Kohn-Sham gap (spin up / spin down): 7.5 / 7.5 eV
- SMILES: S=C/C=C\C=S

***

[8]
This record from the Open Molecules 2025 dataset describes one molecule with the formula C4H4S4 at a distorted geometry. The level of theory is the ωB97M-V functional and the def2-TZVPD basis.

The geometry in XYZ format:
```
12
Properties=species:S:1:pos:R:3:lowdin_charge:R:1
S 1.742 -1.653 -0.614 0.63
C 1.170 -0.155 -0.127 -1.17
S 2.096 1.340 0.281 0.71
C -0.197 0.218 0.563 -1.02
S -1.211 1.639 -0.207 0.84
C -2.209 0.347 -0.880 -0.58
C -2.323 -0.861 -0.316 -0.49
S -1.107 -1.217 0.921 0.86
H 3.081 0.936 -0.678 -0.06
H 0.195 0.782 1.473 0.04
H -3.163 0.821 -1.561 0.14
H -3.077 -1.575 -0.768 0.10
```

Results
- Lowest unoccupied orbital energy: -0.811 eV
- ΔE to the lowest compared entry with this formula, charge and spin: 129.46 kJ/mol
- Charge: 0
- 2S+1: 1
- Kohn-Sham gap: 7.4 eV
- SMILES: S=C(S)C1SC=CS1

***

[9]
This record from the Open Molecules 2025 dataset describes C4H4SSe as an isolated structure at a distorted geometry. The level of theory is the ωB97M-V functional and the def2-TZVPD basis.

The geometry in XYZ format:
```
10
Properties=species:S:1:pos:R:3:lowdin_charge:R:1
C -0.394 0.433 -0.609 -0.23
C -1.690 0.065 -0.553 -0.41
C -0.226 -1.773 0.045 -0.49
C 0.504 -0.617 -0.182 -0.75
S -1.923 -1.598 -0.087 0.98
Se 2.411 -0.487 -0.036 0.69
H -0.319 1.307 -1.168 0.08
H -2.475 0.702 -0.807 0.05
H 0.205 -2.726 0.100 0.04
H 2.944 1.241 -0.908 0.04
```

Results
- Lowest unoccupied orbital energy: -0.774 eV
- ΔE to the lowest compared entry with this formula, charge and spin: 159.09 kJ/mol
- Charge: 0
- 2S+1: 1
- Kohn-Sham gap: 7.5 eV

***

[10]
This record from the Open Molecules 2025 dataset describes C4H50BO33 as an isolated structure at a distorted geometry. The level of theory is the ωB97M-V functional and the def2-TZVPD basis.

The geometry in XYZ format:
```
88
Properties=species:S:1:pos:R:3:lowdin_charge:R:1
O 1.552 -2.315 -1.803 0.11
C 1.122 -1.217 -1.401 -0.37
O 0.658 -1.042 -0.225 0.28
B 0.179 0.340 -0.234 -0.82
O 0.688 0.911 -1.495 0.30
C 1.178 -0.028 -2.160 -0.36
O 1.630 0.111 -3.333 0.06
O 0.626 1.043 0.976 0.31
C -0.363 1.529 1.518 -0.38
O -0.308 2.163 2.606 0.08
C -1.538 1.001 0.877 -0.49
O -1.290 0.426 -0.166 0.31
O -2.648 1.064 1.298 0.18
O 1.806 0.802 3.439 -0.01
H 2.452 1.454 3.696 0.09
H 1.165 1.242 2.907 0.00
O -2.076 -0.022 4.187 -0.07
H -2.644 -0.428 3.495 -0.01
H -2.099 0.883 3.835 -0.01
O -1.668 -2.358 0.600 -0.02
H -0.975 -2.028 1.171 0.00
H -1.413 -1.958 -0.212 -0.03
O 2.646 -0.601 -6.127 -0.06
H 1.718 -0.809 -5.930 0.04
H 3.145 -0.838 -5.316 0.04
O -4.917 1.118 3.458 -0.06
H -5.340 1.938 3.814 0.08
H -4.352 1.608 2.838 0.00
O 0.189 1.563 -5.023 -0.08
H 0.674 0.796 -4.696 -0.02
H 0.373 2.294 -4.408 -0.04
O -0.396 -3.037 -4.200 -0.02
H -0.810 -2.583 -3.474 -0.02
H -1.093 -3.639 -4.427 0.06
O 2.041 3.986 2.097 -0.01
H 1.708 4.104 2.966 -0.05
H 2.697 3.366 2.305 -0.01
O 3.406 -4.425 -1.874 -0.08
H 2.815 -3.855 -2.422 0.00
H 3.434 -5.259 -2.376 0.05
O 3.780 1.354 -4.310 -0.05
H 3.463 1.727 -5.112 0.02
H 3.136 0.690 -4.051 -0.03
O 0.612 1.219 5.667 -0.07
H -0.266 0.974 5.421 -0.01
H 1.121 0.953 4.861 -0.03
O -0.144 -1.551 2.716 0.01
H 0.761 -1.587 3.024 0.06
H -0.517 -0.805 3.178 0.01
O 1.929 -4.217 -4.340 -0.07
H 1.015 -3.854 -4.234 -0.01
H 2.574 -3.535 -4.304 0.00
O 3.393 -0.646 1.655 -0.03
H 4.282 -0.448 1.967 0.08
H 2.761 -0.114 2.148 0.01
O 0.499 4.256 4.249 -0.06
H -0.179 3.587 4.004 0.03
H 1.102 3.878 4.894 0.05
O -4.071 -0.747 -0.571 0.00
H -3.253 -1.032 -0.942 -0.02
H -3.806 -0.240 0.137 -0.06
O -1.837 2.279 -2.888 -0.03
H -0.937 2.615 -2.958 -0.02
H -2.360 2.893 -3.379 0.03
O 3.611 1.435 -0.435 0.00
H 3.345 1.088 0.362 -0.06
H 3.969 0.635 -0.840 0.06
O -3.540 -1.465 2.510 -0.01
H -4.493 -1.638 2.485 0.08
H -3.182 -1.782 1.722 -0.02
O 0.366 -4.522 -0.942 -0.02
H 0.241 -4.459 -0.050 -0.03
H 0.835 -3.715 -1.186 -0.03
O -1.582 -1.827 -2.182 -0.01
H -2.130 -1.183 -2.694 0.13
H -2.101 -2.606 -1.990 0.09
O 2.724 -3.179 0.814 -0.02
H 3.001 -2.319 1.080 -0.04
H 3.042 -3.331 -0.047 -0.03
O 0.769 3.252 -3.185 -0.04
H 0.620 3.005 -2.271 0.05
H 1.728 3.424 -3.153 0.10
O -2.599 2.999 4.551 0.00
H -2.316 3.839 4.865 0.03
H -2.728 3.115 3.635 0.01
O -5.704 1.305 0.770 -0.05
H -5.651 0.856 1.626 0.01
H -5.253 2.124 0.943 0.02
```

Results
- Lowest unoccupied orbital energy: 1.182 eV
- ΔE to the lowest compared entry with this formula, charge and spin: 20.64 kJ/mol
- Charge: -1
- 2S+1: 1
- Kohn-Sham gap: 9.1 eV

***

[11]
This record from the Open Molecules 2025 dataset describes C4H5AgLiO5 as an isolated structure at a distorted geometry. The level of theory is the ωB97M-V functional and the def2-TZVPD basis.

The geometry in XYZ format:
```
16
Properties=species:S:1:pos:R:3:lowdin_charge:R:1
O -1.338 -0.713 0.694 0.09
C -0.546 -0.957 -0.316 -0.65
C -1.778 0.657 0.649 -0.07
O 0.072 -2.002 -0.460 -0.10
O -0.472 0.025 -1.175 0.09
C -1.220 1.156 -0.693 -0.07
H -1.350 1.177 1.511 0.14
H -2.870 0.668 0.699 0.13
H -0.528 1.997 -0.584 0.13
H -1.995 1.392 -1.428 0.13
O 3.031 -0.082 -0.589 -0.13
C 2.414 0.703 0.173 -0.58
O 1.540 0.318 0.990 -0.14
Li 2.057 -1.592 0.350 0.65
Ag 0.366 -4.540 0.091 0.27
H 2.617 1.793 0.088 0.13
```

Results
- Lowest unoccupied orbital energy (spin up / spin down): 0.331 / -1.041 eV
- Charge: 0
- 2S+1: 2
- Kohn-Sham gap (spin up / spin down): 6.9 / 8.7 eV

***

[12]
This record from the Open Molecules 2025 dataset describes C4H5AlLiO2 as an isolated structure at a distorted geometry. The level of theory is the ωB97M-V functional and the def2-TZVPD basis.

The geometry in XYZ format:
```
13
Properties=species:S:1:pos:R:3:lowdin_charge:R:1
H 3.243 -0.610 0.259 0.17
C 0.240 -0.994 0.514 -0.43
C 0.604 -0.402 -0.821 -0.04
C -0.369 0.765 -1.017 -0.10
C -1.015 0.957 0.331 -0.23
O 0.884 -1.677 1.277 0.19
O -0.856 -0.347 0.997 -0.13
Li -1.883 -0.557 2.648 0.80
Al -2.071 1.899 1.321 1.20
H 0.570 -1.177 -1.595 0.17
H 1.648 -0.057 -0.773 0.09
H -1.123 0.515 -1.786 0.17
H 0.128 1.684 -1.357 0.15
```

Results
- Lowest unoccupied orbital energy (spin up / spin down): -11.507 / -12.591 eV
- ΔE to the lowest compared entry with this formula, charge and spin: 387.32 kJ/mol
- Charge: +2
- 2S+1: 2
- Kohn-Sham gap (spin up / spin down): 5.3 / 5.8 eV